w | {"formula": "C5H39N2O14", "method": "ωB97M-V with the def2-TZVPD basis set", "symbols": ["H", "H", "H", "H", "H", "N", "C", "O", "H", "O", "O", "H", "H", "O", "H", "H", "H", "H", "H", "O", "H", "H", "H", "O", "H", "O", "H", "O", "H", "H", "C", "H", "O", "N", "H", "H", "C", "O", "H", "H", "C", "H", "H", "H", "H", "H", "O", "H", "H", "C", "H", "H", "H", "O", "O", "O", "H", "H", "H", "H"], "xyz": [[4.561, -1.144, 0.881], [2.000, -0.398, -2.066], [-2.955, 3.781, -0.225], [-3.097, 0.763, 1.958], [-0.545, -1.994, 4.009], [-0.954, 0.699, -0.724], [0.781, 2.237, 2.154], [-1.179, -3.589, -1.770], [0.490, -1.423, -2.089], [0.485, -3.412, 0.059], [3.107, -2.175, -1.626], [1.154, 2.968, 2.863], [1.824, 3.266, 0.613], [4.017, -0.344, 0.824], [-1.516, 0.357, 0.072], [-4.340, -1.846, 0.431], [-2.357, -0.641, 1.523], [2.548, -2.255, 1.967], [-0.147, 4.659, -1.333], [-2.125, -1.306, -2.572], [-1.879, -2.228, -2.428], [1.363, -2.806, 0.617], [-0.826, -2.853, 0.592], [-2.923, -0.185, 2.130], [1.097, 2.196, -1.338], [-4.379, -1.800, -0.560], [-0.619, 3.548, -2.154], [-1.713, -2.414, 0.854], [3.105, -0.510, 1.145], [-2.477, 4.194, 1.093], [1.239, 1.600, -0.402], [3.881, -2.292, -1.024], [2.044, -1.948, 1.229], [1.418, 1.006, 2.520], [0.966, 1.882, -3.180], [0.775, -4.381, 0.401], [0.904, 2.669, 0.768], [0.741, 2.820, -3.281], [2.372, 0.941, 2.354], [-1.610, -3.989, -1.052], [0.422, 0.326, -0.542], [2.528, -1.837, -0.829], [0.913, 0.185, 2.025], [-1.482, -0.722, -2.179], [2.275, 1.426, -0.208], [-0.076, 2.968, 0.516], [0.582, 0.288, -3.125], [-0.106, 2.749, -3.791], [-3.504, -2.200, -0.817], [0.945, -0.454, -1.900], [-0.210, 2.205, 2.592], [-0.366, 0.435, -3.016], [-1.694, -2.475, 1.813], [-0.540, -1.492, 4.791], [-0.944, 4.227, -1.546], [-2.912, 3.481, 0.719], [-0.373, -0.644, 4.429], [-1.056, 1.636, -0.879], [-0.212, -3.392, -1.518], [0.578, -0.363, 0.235]], "mulliken_charge": [0.300, 0.924, 0.292, 0.319, 0.303, -0.327, -1.126, -0.735, 0.114, -0.767, -0.642, 0.528, 0.356, -0.622, -0.266, 0.321, 0.270, 0.118, 0.302, -0.838, 0.436, 0.191, 0.350, -0.635, -0.159, -0.677, 0.253, -0.553, 0.174, 0.276, -0.570, 0.294, -0.695, -0.506, 0.523, 0.176, 0.071, -0.855, 0.361, 0.255, 1.943, 0.305, 0.007, 0.252, 0.637, -0.133, -0.710, 0.335, 0.338, -2.022, 0.313, 0.538, 0.184, -0.638, -0.619, -0.600, 0.332, 0.309, 0.424, 0.272], "gap_ha": 0.33720, "charge": -1, "molar_mass_g_mol": 351.367, "spin_multiplicity": 1}

***

x | {"formula": "C5H39N2O14", "method": "ωB97M-V with the def2-TZVPD basis set", "symbols": ["H", "H", "H", "H", "H", "H", "H", "H", "H", "H", "H", "H", "C", "C", "H", "H", "H", "H", "H", "H", "O", "H", "H", "H", "H", "O", "H", "H", "O", "N", "C", "H", "H", "C", "H", "O", "O", "C", "H", "H", "H", "O", "O", "H", "O", "H", "N", "O", "H", "O", "H", "H", "O", "O", "H", "O", "H", "H", "O", "H"], "xyz": [[1.557, -0.264, 2.698], [-1.366, 2.475, -2.990], [1.389, 2.748, 2.114], [-0.753, -3.461, 2.496], [-1.920, 0.915, 0.783], [0.023, -2.751, 1.361], [-4.816, 0.852, 0.872], [2.607, -4.721, -1.924], [-0.518, -0.567, -4.145], [-0.614, -0.407, 2.486], [1.773, 0.821, -0.841], [0.976, 3.761, 0.419], [-1.180, 1.382, 3.222], [-0.026, 0.032, -0.141], [2.990, 0.328, 0.951], [-1.329, 3.988, -0.300], [2.308, -2.182, -0.406], [1.897, -3.399, 0.982], [4.245, 0.966, 0.191], [-2.305, 3.226, -2.001], [2.390, -0.710, 2.497], [2.615, 2.561, 1.231], [-3.781, -2.015, 1.402], [0.606, 0.688, -1.933], [3.561, -1.434, -0.361], [3.129, -2.023, -0.994], [-1.610, -1.288, -0.229], [3.695, -3.626, -1.411], [-2.158, 3.016, -2.930], [0.783, 0.950, -0.958], [-0.213, -2.055, -1.638], [-0.750, 1.228, 4.190], [0.398, -2.674, -0.924], [-0.934, -0.882, -0.976], [-1.478, -0.357, -1.775], [-1.264, -0.015, -4.408], [3.393, -4.560, -1.385], [-0.828, 0.883, 0.887], [1.516, -1.855, -2.626], [-0.923, -2.784, -2.040], [-1.154, 2.446, 2.859], [3.546, 1.120, 0.837], [-2.201, 4.429, -0.409], [-2.550, -2.918, 1.148], [2.045, 3.254, 1.617], [0.284, 3.091, -0.809], [-0.395, 0.559, 2.250], [0.585, -1.630, -2.729], [-2.271, 1.307, 3.223], [-4.556, 0.718, 1.795], [-3.871, 1.409, 1.863], [0.510, -0.755, 0.429], [0.410, 3.946, -0.372], [1.446, -2.550, 0.880], [-0.592, 1.955, 0.694], [-3.524, -2.863, 1.030], [-2.044, 5.371, -0.433], [2.164, -1.553, 2.026], [-0.920, -2.837, 1.779], [-2.110, -0.413, -4.207]], "mulliken_charge": [0.350, 0.316, 0.315, 0.241, -0.190, 0.303, 0.322, 0.283, 0.326, 0.407, 0.252, 0.506, -1.087, 2.107, 0.212, 0.495, 0.346, 0.129, 0.342, 0.362, -0.853, 0.460, 0.307, 0.404, 0.328, -0.808, 0.291, 0.350, -0.668, -0.336, -0.486, 0.404, 0.083, -0.488, 0.254, -0.640, -0.648, -0.795, 0.317, 0.339, 0.337, -0.691, -0.721, 0.358, -0.808, 0.300, 0.077, -0.505, 0.148, -0.634, 0.313, -1.178, -0.792, -0.955, -0.005, -0.683, 0.271, 0.421, -0.700, 0.297], "gap_ha": 0.34828, "charge": -1, "molar_mass_g_mol": 351.367, "spin_multiplicity": 1}

***

Energetically preferred structure: x | next structure: +299.3 kJ/mol